Computed, not measured: a molecular structure, C52H48FN4O3PSe2W in a non-equilibrium geometry, with ωB97M-V/def2-TZVPD.

Element x y z (Å)
1 W 0.046 -0.034 -0.198
2 O 2.520 4.757 0.942
3 C 1.276 4.885 1.423
4 C 0.885 6.178 1.778
5 C -0.366 6.411 2.299
6 C -1.275 5.364 2.474
7 C -0.914 4.094 2.101
8 C 0.354 3.821 1.560
9 C 0.703 2.470 1.135
10 O -0.258 1.579 0.858
11 N 1.923 2.099 0.909
12 N 1.934 0.785 0.466
13 C 3.085 0.197 0.709
14 C 3.315 -1.190 0.699
15 C 4.609 -1.716 0.913
16 C 4.771 -3.064 1.082
17 C 3.647 -3.909 1.081
18 C 2.372 -3.427 0.904
19 C 2.197 -2.056 0.693
20 O 0.985 -1.538 0.557
21 H 2.743 3.818 0.829
22 H 1.602 6.976 1.647
23 H -0.642 7.417 2.583
24 H -2.250 5.554 2.899
25 H -1.614 3.282 2.227
26 H 3.880 0.860 1.040
27 H 5.457 -1.046 0.941
28 H 5.757 -3.478 1.233
29 H 3.790 -4.973 1.224
30 H 1.515 -4.083 0.895
31 C -4.033 -1.264 -2.560
32 C -3.774 0.219 -2.632
33 C -4.304 0.887 -3.732
34 C -4.210 2.260 -3.870
35 C -3.636 3.002 -2.856
36 C -3.104 2.385 -1.731
37 C -2.621 3.229 -0.591
38 C -3.114 0.988 -1.663
39 N -2.462 0.385 -0.506
40 C -3.214 0.007 0.460
41 C -4.700 0.147 0.521
42 C -2.520 -0.599 1.647
43 C -3.336 -0.957 2.842
44 N -1.250 -0.732 1.574
45 C -0.540 -1.222 2.760
46 C -0.111 -0.318 3.733
47 C -0.563 1.111 3.816
48 C 0.669 -0.817 4.778
49 C 0.941 -2.164 4.891
50 C 0.388 -3.054 3.984
51 C -0.365 -2.606 2.910
52 C -1.066 -3.597 2.027
53 H -5.002 -1.473 -3.010
54 H -4.058 -1.648 -1.540
55 H -3.285 -1.836 -3.109
56 H -4.815 0.306 -4.489
57 H -4.619 2.751 -4.742
58 H -3.609 4.082 -2.919
59 H -2.337 4.223 -0.930
60 H -1.765 2.782 -0.094
61 H -3.414 3.357 0.153
62 H -5.107 0.512 -0.418
63 H -4.969 0.848 1.313
64 H -5.161 -0.808 0.767
65 H -4.076 -1.708 2.565
66 H -3.886 -0.082 3.187
67 H -2.722 -1.339 3.653
68 H -1.185 1.405 2.978
69 H 0.278 1.801 3.879
70 H -1.147 1.243 4.729
71 H 1.021 -0.128 5.536
72 H 1.540 -2.529 5.714
73 H 0.533 -4.119 4.114
74 H -0.614 -4.583 2.121
75 H -1.053 -3.309 0.979
76 H -2.109 -3.703 2.337
77 Se -1.142 -2.078 -1.424
78 P 0.662 -2.471 -2.591
79 Se 1.854 -0.711 -2.142
80 C 1.468 -4.006 -2.122
81 C 0.709 -5.088 -1.686
82 C 1.334 -6.288 -1.392
83 C 2.709 -6.410 -1.545
84 C 3.464 -5.332 -1.989
85 C 2.846 -4.126 -2.275
86 C 0.228 -2.563 -4.336
87 C 0.972 -1.880 -5.294
88 C 0.652 -2.020 -6.637
89 C -0.406 -2.831 -7.017
90 C -1.151 -3.509 -6.060
91 C -0.836 -3.379 -4.720
92 H -0.363 -4.996 -1.552
93 H 0.750 -7.131 -1.047
94 H 3.193 -7.351 -1.323
95 H 4.534 -5.430 -2.111
96 H 3.441 -3.281 -2.600
97 H 1.785 -1.229 -5.001
98 H 1.229 -1.492 -7.383
99 H -0.654 -2.937 -8.064
100 H -1.974 -4.142 -6.362
101 H -1.420 -3.914 -3.980
102 F -0.817 3.949 -5.010
103 C -0.597 3.109 -4.000
104 C -0.925 1.774 -4.153
105 C -0.682 0.909 -3.108
106 C -0.155 1.332 -1.865
107 C 0.152 2.698 -1.779
108 C -0.048 3.583 -2.833
109 H -1.359 1.428 -5.081
110 H -0.967 -0.122 -3.264
111 H 0.596 3.140 -0.901
112 H 0.216 4.627 -2.745

* total charge: +2
* multiplicity: 1
* energy: -211319.9111 eV
* ΔE to the lowest compared entry with this formula, charge and spin: 0.259 eV
* orbital gap: 5.72 eV
* E_HOMO: -12.900 eV
* LUMO: -7.18 eV